*a*
Density functional theory data (ωB97M-V with the def2-TZVPD basis set) for the molecule C6H8N2O4.

## Properties
- HOMO energy: -0.3498 hartree
- LUMO energy: -0.45 eV
- Kohn-Sham gap: 0.3332 Eh

Positions of all 20 atoms, in Å:
1 C -0.7548 1.7687 1.5861
2 C 0.3653 1.7540 0.6701
3 C 0.8778 0.3391 0.2754
4 C -0.0725 -0.5019 -0.6943
5 C -1.2013 -1.0639 0.1973
6 C -2.2937 -0.1428 0.5095
7 N -3.3170 0.3519 0.7668
8 N -0.4274 0.7718 2.6921
9 O 0.6543 0.9269 3.2394
10 O -1.6707 2.5101 1.6737
11 O -4.2049 1.0758 0.9861
12 O -1.2821 0.0199 3.0398
13 H 0.0425 2.3324 -0.1589
14 H 1.1677 2.2045 1.2149
15 H 1.8472 0.5474 -0.1620
16 H 1.1700 -0.2333 1.2420
17 H -0.4593 0.2256 -1.4625
18 H 0.7528 -1.1711 -1.0416
19 H -1.7277 -1.9366 -0.2563
20 H -0.5650 -1.3808 0.9816

*b*
Density functional theory data (ωB97M-V with the def2-TZVPD basis set) for a structure of composition C6H8N2O4.

## Properties
- HOMO energy: -0.3520 hartree
- LUMO energy: -1.12 eV
- Kohn-Sham gap: 0.3109 Eh

Positions of all 20 atoms, in Å:
1 C 1.0363 0.8748 -0.4098
2 C 0.5259 1.3234 0.9351
3 C -0.9840 1.1379 1.0851
4 C -1.3691 -0.3151 0.8370
5 C -0.9512 -0.7380 -0.5676
6 C 0.5151 -0.4767 -0.8212
7 N 1.5046 -1.6708 0.2388
8 N 1.0020 -0.9327 -2.1118
9 O 0.1808 -1.2173 -2.9543
10 O 1.8067 1.5051 -1.0850
11 O 1.4975 -1.4390 1.3710
12 O 2.2016 -1.0090 -2.2338
13 H 1.0354 0.7263 1.6990
14 H 0.8150 2.3652 1.0777
15 H -1.2808 1.4360 2.0912
16 H -1.5019 1.7826 0.3743
17 H -0.8935 -0.9536 1.5855
18 H -2.4474 -0.4401 0.9395
19 H -1.1711 -1.7936 -0.7441
20 H -1.5219 -0.1654 -1.3064

*c*
Density functional theory data (ωB97M-V with the def2-TZVPD basis set) for a structure of composition C6H8N2O4.

## Properties
- HOMO energy (spin up / spin down): -0.3267 / -0.3268 hartree
- LUMO energy (spin up / spin down): -1.70 / -1.70 eV
- Kohn-Sham gap (spin up / spin down): 0.2644 / 0.2645 Eh

Positions of all 20 atoms, in Å:
1 C -0.8453 -0.3498 0.1489
2 C 0.1456 -1.4086 -0.2584
3 C 1.4511 -0.7746 -0.5173
4 C 1.8592 0.2615 0.5259
5 C 0.9579 1.4006 0.3382
6 C -0.4950 0.9970 0.2762
7 N -2.5694 -2.3436 -0.2671
8 N -1.4371 2.0641 0.0833
9 O -1.0768 3.1945 0.3869
10 O -2.1058 -0.7700 0.2746
11 O -3.6990 -2.4205 -0.1985
12 O -2.5531 1.8112 -0.4374
13 H 0.2197 -2.0338 0.5938
14 H -0.4048 -2.0880 -1.0569
15 H 2.0976 -1.7893 -0.5972
16 H 1.5507 -0.1403 -1.4864
17 H 1.7730 -0.1746 1.5983
18 H 2.9555 0.5185 0.1460
19 H 0.9885 2.2693 1.0509
20 H 1.1876 1.7763 -0.6039

Which one sits at the top of the stability order? *b* does.

*a*
Density functional theory data (ωB97M-V with the def2-TZVPD basis set) for the ion C2H6NO2 with charge +1.

## Properties
- HOMO energy: -0.5626 hartree
- Total charge: +1
- LUMO energy: -4.64 eV
- Kohn-Sham gap: 0.3920 Eh

Positions of all 11 atoms, in Å:
1 O -0.2602 0.2975 2.1069
2 C -0.1434 -0.3397 1.1048
3 O 0.6074 -1.3912 1.0382
4 C -0.6195 -0.0141 -0.3366
5 N 0.2969 0.8459 -0.9835
6 H 0.9863 -1.7070 1.8194
7 H -0.7205 -0.9539 -0.7722
8 H -1.8058 0.2567 -0.2056
9 H -0.1498 1.3141 -1.8473
10 H 0.7748 1.5537 -0.3503
11 H 1.0336 0.1381 -1.5737

*b*
Density functional theory data (ωB97M-V with the def2-TZVPD basis set) for a cluster of 2 separate species, C2H6NO2 in total.

## Properties
- HOMO energy: -0.5998 hartree
- Total charge: +1
- LUMO energy: -4.17 eV
- Kohn-Sham gap: 0.4465 Eh

Positions of all 11 atoms, in Å:
1 C 0.4062 -0.1021 1.5559
2 C -0.4870 0.4068 0.5021
3 N -0.8912 1.0815 -0.4791
4 O -0.9645 -0.5220 1.3356
5 O 0.4970 -0.9338 -1.4141
6 H 1.1037 -0.8760 1.2762
7 H 0.6847 0.5175 2.5028
8 H -1.9475 1.1808 -0.5729
9 H 0.5008 -1.8014 -1.8619
10 H -0.2062 1.4666 -1.1173
11 H 1.3038 -0.4179 -1.7274

Which one sits at the top of the stability order? *a* does.

*a*
Density functional theory data (ωB97M-V with the def2-TZVPD basis set) for the molecule C8H6O.

## Properties
- HOMO energy (spin up / spin down): -0.2437 / -0.2430 hartree
- LUMO energy (spin up / spin down): -1.79 / -1.82 eV
- Kohn-Sham gap (spin up / spin down): 0.1778 / 0.1763 Eh

Positions of all 15 atoms, in Å:
1 C 1.9655 2.6818 -0.0906
2 C -3.5313 0.2551 -0.2708
3 C 0.8900 2.0560 0.0452
4 C -2.3530 0.1202 -0.0457
5 C -0.2072 1.3012 0.0232
6 C -0.9711 0.2347 0.0302
7 C 1.8930 -1.2897 -0.2221
8 C -0.3458 -1.2133 0.2704
9 O 0.6369 -1.5676 -0.6758
10 H 2.6636 3.4351 0.1510
11 H -4.5423 0.3994 -0.5335
12 H 2.7373 -1.5708 -0.8224
13 H 2.1773 -1.4740 0.7549
14 H -0.0035 -1.3139 1.2650
15 H -1.0096 -2.0541 0.1211

*b*
Density functional theory data (ωB97M-V with the def2-TZVPD basis set) for the molecule C8H6O.

## Properties
- HOMO energy: -0.3448 hartree
- LUMO energy: -0.86 eV
- Kohn-Sham gap: 0.3133 Eh

Positions of all 15 atoms, in Å:
1 C 0.9026 0.9202 -2.6309
2 C 0.0585 0.4419 -1.4239
3 C 0.6045 -0.1541 -0.2606
4 C 1.9206 0.1254 0.2878
5 C -0.3447 -0.4656 0.9149
6 C -1.1254 -0.9068 1.6605
7 C -2.0458 -0.9931 2.8237
8 C -3.0139 -1.2067 3.5792
9 H 0.4031 2.0666 -2.7477
10 H 0.5089 0.3592 -3.6279
11 H 2.0507 0.5594 -2.4757
12 H -1.0972 0.1400 -1.7612
13 H 1.8773 0.1459 1.5344
14 H -3.6851 -1.5555 4.3941
15 O 2.9861 0.5231 -0.2667

Which one sits at the top of the stability order? *b* does.

*a*
Density functional theory data (ωB97M-V with the def2-TZVPD basis set) for a structure of composition C3H6BrP.

## Properties
- HOMO energy: -0.3182 hartree
- LUMO energy: 0.03 eV
- Kohn-Sham gap: 0.3193 Eh

Positions of all 11 atoms, in Å:
1 C 1.3749 3.0420 -2.1306
2 C 0.4045 -0.1647 0.6782
3 C -0.4299 0.7787 -0.2157
4 P 0.5128 1.6863 -1.5399
5 Br 1.3523 4.4309 -0.8706
6 H 1.3345 0.4172 0.8756
7 H -0.1567 -0.1298 1.6836
8 H 0.5260 -1.1752 0.2395
9 H -0.8628 1.6784 0.2900
10 H -1.3553 0.2152 -0.5800
11 H 1.0514 0.7664 -2.4129

*b*
Density functional theory data (ωB97M-V with the def2-TZVPD basis set) for a cluster of 2 separate species, C3H6BrP in total.

## Properties
- HOMO energy (spin up / spin down): -0.3057 / -0.3056 hartree
- LUMO energy (spin up / spin down): -0.99 / -0.98 eV
- Kohn-Sham gap (spin up / spin down): 0.2694 / 0.2696 Eh

Positions of all 11 atoms, in Å:
1 C 1.6708 1.9734 0.7540
2 C 0.1641 0.0542 0.1147
3 C -0.6405 -0.6270 -0.6506
4 P -1.7065 -1.9994 0.1140
5 Br -3.2340 -2.4441 -1.4889
6 H 1.9531 2.5291 -0.1198
7 H 0.8682 2.5288 1.1880
8 H 2.0973 1.2006 1.2224
9 H 0.1784 0.1776 1.2421
10 H -0.5636 -0.6833 -1.7784
11 H -0.7875 -2.7098 -0.5974

Which one sits at the top of the stability order? *a* does.

*a*
Density functional theory data (ωB97M-V with the def2-TZVPD basis set) for a cluster of 2 separate species, CH7NOS in total.

## Properties
- HOMO energy: -0.3516 hartree
- LUMO energy: 0.72 eV
- Kohn-Sham gap: 0.3779 Eh

Positions of all 11 atoms, in Å:
1 S 0.9708 3.4015 3.2702
2 H 0.6244 4.0734 2.1645
3 H -0.2052 2.7648 3.2951
4 N -0.1154 -2.3321 -1.0229
5 C -0.2137 -1.0231 -1.5894
6 O 0.1981 0.0277 -0.7191
7 H 0.7725 -2.4950 -0.5761
8 H -0.9069 -2.6392 -0.4772
9 H 0.5110 -0.9733 -2.4027
10 H -1.2257 -0.8800 -1.9756
11 H -0.4099 0.0755 0.0332

*b*
Density functional theory data (ωB97M-V with the def2-TZVPD basis set) for a cluster of 2 separate species, CH7NOS in total.

## Properties
- HOMO energy: -0.3338 hartree
- LUMO energy: 0.86 eV
- Kohn-Sham gap: 0.3653 Eh

Positions of all 11 atoms, in Å:
1 S 2.3899 -0.4517 2.2284
2 H 3.4864 -0.2141 1.4072
3 H 1.7851 0.6263 1.6187
4 N -1.4626 0.6543 -1.1967
5 C -1.1486 -0.3290 -0.3333
6 O 0.2891 -0.6251 -0.2432
7 H -1.7328 1.4825 -0.6870
8 H -1.0484 0.9113 -2.0687
9 H -1.4694 0.1511 0.7250
10 H -1.8094 -1.2001 -0.4074
11 H 0.7206 -1.0055 -1.0429

*c*
Density functional theory data (ωB97M-V with the def2-TZVPD basis set) for a cluster of 2 separate species, CH7NOS in total.

## Properties
- HOMO energy: -0.3524 hartree
- LUMO energy: 0.82 eV
- Kohn-Sham gap: 0.3825 Eh

Positions of all 11 atoms, in Å:
1 S 0.0926 2.1921 3.8177
2 H 0.2433 1.7911 2.5380
3 H 1.3043 2.0150 4.4084
4 N -0.2634 -1.6451 -0.6192
5 C -0.4337 -0.7420 -1.7493
6 O 0.2669 0.5191 -1.4260
7 H 0.6836 -1.7581 -0.3668
8 H -0.8558 -1.5696 0.2811
9 H 0.0436 -1.0776 -2.5940
10 H -1.5323 -0.5925 -1.9846
11 H 0.4506 0.8676 -2.3055

Which one sits at the top of the stability order? *a* does.

*a*
Density functional theory data (ωB97M-V with the def2-TZVPD basis set) for a structure of composition C3H7OP.

## Properties
- HOMO energy: -0.3160 hartree
- LUMO energy: 1.08 eV
- Kohn-Sham gap: 0.3555 Eh

Positions of all 12 atoms, in Å:
1 C -1.5947 0.4005 -0.1090
2 C -0.3394 1.1116 0.6215
3 C 1.5689 -1.1438 -0.2676
4 O -0.8175 0.0210 -1.3122
5 P 0.7590 0.4779 -0.8358
6 H -1.9020 -0.4469 0.3405
7 H -2.4159 1.0611 -0.2809
8 H -0.5835 2.2092 0.6360
9 H -0.2445 0.6148 1.6030
10 H 1.0592 -1.6035 0.5329
11 H 2.6224 -0.9317 0.0946
12 H 1.8878 -1.7701 -1.0231

*b*
Density functional theory data (ωB97M-V with the def2-TZVPD basis set) for the molecule C3H7OP.

## Properties
- HOMO energy: -0.3647 hartree
- LUMO energy: 0.90 eV
- Kohn-Sham gap: 0.3978 Eh

Positions of all 12 atoms, in Å:
1 C -0.8818 -1.4775 -0.7734
2 C -0.4592 -1.0966 0.4350
3 C 1.0550 1.3548 0.3340
4 O 1.8197 -1.0064 -0.8332
5 P 1.1987 -0.4490 0.3672
6 H -1.7997 -2.0067 -1.0220
7 H -0.2443 -1.3982 -1.5862
8 H -0.8717 -1.2276 1.3820
9 H 0.5008 1.5115 -0.6316
10 H 0.4020 1.7199 1.2136
11 H 2.0094 1.8923 0.3326
12 H 1.9760 -0.6049 1.4410

Which one sits at the top of the stability order? *b* does.